C3H8N3 | wB97M-V/def2-TZVPD

Computed properties:
Energy relative to the best compared isomer or geometry (same formula, charge and spin) in kJ/mol: 534.2
HOMO-LUMO gap (alpha / beta) in Eh: 0.149 / 0.263
Spin multiplicity: 3
Charge: +1
Largest force on an atom in eV/Å: 3.49

The geometry in XYZ format:
```
14
Properties=species:S:1:pos:R:3:forces:R:3:lowdin_spin:R:1
N 0.81241 -0.21499 -0.55595 1.1 -1.5 -1.0 0.154
N 0.85737 0.57260 0.63094 0.7 1.9 1.8 0.053
N -1.27394 0.09245 0.01343 -0.6 3.0 -1.5 0.781
C -0.45834 1.09642 0.81006 -0.5 -2.2 2.2 0.145
C 1.07763 -0.84744 0.69739 2.0 -1.1 1.3 0.072
C -0.46093 -0.27534 -1.15517 -1.8 -2.5 1.6 0.272
H -0.50013 2.13180 0.43172 -0.6 -0.4 -0.2 0.055
H 0.43867 -1.62579 1.15810 -0.3 0.9 -0.6 0.014
H -0.57662 -1.36648 -1.41831 -0.6 1.2 -0.4 0.043
H 2.18768 -1.13124 0.84032 -1.6 0.6 -0.4 0.029
H -2.29342 0.33866 -0.10916 0.2 -0.6 0.0 0.063
H -0.56017 0.45130 -1.99437 -0.2 0.2 0.0 0.108
H -0.81323 1.00515 1.91574 0.4 0.4 -1.6 0.041
H 1.56301 -0.22711 -1.26473 1.7 0.3 -1.3 0.169
```
Forces are in eV/Å.

C3H8N3O | wB97M-V/def2-TZVPD

Computed properties:
Energy relative to the best compared isomer or geometry (same formula, charge and spin) in kJ/mol: 490.5
SMILES string: [NH2+]=C1C[NH2+]CN1[O-]
HOMO-LUMO gap (alpha / beta) in Eh: 0.293 / 0.293
Spin multiplicity: 1
Charge: +1
Largest force on an atom in eV/Å: 6.39

The geometry in XYZ format:
```
15
Properties=species:S:1:pos:R:3:forces:R:3:lowdin_charge:R:1
O -1.90288 1.39410 0.09197 -0.5 0.5 -0.2 -0.024
N -0.85821 0.75367 -0.01665 1.7 0.6 0.3 -0.172
N -1.86932 -1.27680 0.04872 1.6 -2.0 -0.2 0.209
N 1.43750 0.33307 0.25662 2.2 0.1 -6.0 0.084
C 0.72568 1.57372 -0.22582 -3.6 -3.5 3.6 0.141
C -0.73791 -0.57247 0.12336 0.3 4.3 -1.3 -0.337
C 0.64107 -0.86218 -0.18407 0.2 -4.1 -0.7 -0.080
H -2.60728 -0.71071 0.33202 -2.1 0.6 0.4 0.090
H 2.46306 0.32606 -0.17139 -2.4 -0.3 1.5 0.255
H 1.39865 0.26764 1.20416 0.5 0.2 3.7 0.133
H 0.97098 1.82489 -1.19787 0.2 0.5 -1.9 0.105
H 0.67266 -1.26610 -1.23117 0.9 1.4 0.3 0.168
H 0.67228 2.31490 0.55559 0.3 0.4 -0.2 0.133
H -1.88211 -2.29553 0.06951 -0.2 0.7 0.3 0.142
H 0.87584 -1.80426 0.34499 0.9 0.7 0.4 0.152
```
Forces are in eV/Å.

C3H8N3O | wB97M-V/def2-TZVPD

Computed properties:
Energy relative to the best compared isomer or geometry (same formula, charge and spin) in kJ/mol: 160.4
HOMO-LUMO gap in Eh: 0.401
Spin multiplicity: 1
Charge: +1
Largest force on an atom in eV/Å: 5.00

The geometry in XYZ format:
```
15
Properties=species:S:1:pos:R:3:forces:R:3:lowdin_charge:R:1
O 2.00753 0.48240 2.05117 -0.2 -0.3 0.6 0.224
N 0.79759 -2.01191 -0.99799 -0.4 -2.3 -4.4 0.159
N 0.27728 -0.12910 0.20195 -0.1 2.7 2.7 -0.051
N 0.04877 1.67823 2.26707 0.7 -0.7 1.1 0.273
C 0.92486 0.84301 1.85742 1.3 -2.0 -3.5 -0.290
C -0.86496 0.35509 -0.51249 -0.4 -0.1 0.4 -0.061
C 0.96453 -1.14711 -0.05407 1.8 -0.1 1.9 -0.264
H -1.81980 0.09297 0.11992 1.5 0.2 -2.0 0.143
H -0.66016 2.11428 1.80105 -2.2 0.8 -1.8 0.103
H 0.08726 1.79221 3.23491 0.0 0.8 1.9 0.140
H 1.80109 -1.31545 0.63629 -0.2 -0.2 -0.2 0.154
H 0.33580 -1.81414 -1.91962 0.1 0.1 1.7 0.148
H 1.41015 -2.81761 -1.16220 -0.1 0.7 0.8 0.141
H -0.70947 0.02798 -1.58134 -1.3 0.3 1.0 0.104
H -0.72492 1.43701 -0.48768 -0.5 0.1 -0.4 0.077
```
Forces are in eV/Å.

C3H8N3O | wB97M-V/def2-TZVPD

Computed properties:
Energy relative to the best compared isomer or geometry (same formula, charge and spin) in kJ/mol: 445.6
HOMO-LUMO gap in Eh: 0.360
Spin multiplicity: 1
Charge: +1
Largest force on an atom in eV/Å: 4.50

The geometry in XYZ format:
```
15
Properties=species:S:1:pos:R:3:forces:R:3:lowdin_charge:R:1
O -1.14486 0.67867 0.62715 -1.1 -1.4 -1.6 -0.111
N -2.11283 -0.31442 -0.50273 2.5 0.4 0.9 0.162
N 0.03182 0.97370 0.02530 0.0 -1.2 0.8 0.037
N 0.75373 -1.11769 0.51654 -1.5 2.3 0.3 0.223
C -3.28370 -0.19859 -0.14731 -1.0 2.4 1.7 -0.012
C 1.04600 0.11153 0.04801 -1.3 -2.0 0.7 -0.303
C 2.43351 0.30147 -0.35898 2.1 2.0 -3.4 0.005
H 2.75702 -0.41833 -1.20971 -1.1 1.4 0.8 0.146
H -4.08231 -0.73625 -0.58205 -0.4 -1.0 -1.0 0.093
H 3.11171 -0.07760 0.34638 0.5 -0.3 1.7 0.070
H 2.84100 1.39646 -0.59344 -1.4 -2.4 0.3 0.155
H -0.04063 1.80072 -0.49404 0.7 1.4 -0.8 0.160
H -0.10507 -1.19642 1.06486 0.2 -0.2 -0.5 0.132
H -3.65850 0.57432 0.56659 0.7 -0.7 -0.1 0.126
H 1.45310 -1.77758 0.69344 1.2 -0.8 0.2 0.117
```
Forces are in eV/Å.

C3H8N3O | wB97M-V/def2-TZVPD

Computed properties:
Energy relative to the best compared isomer or geometry (same formula, charge and spin) in kJ/mol: 306.9
SMILES string: CN1C=[NH+]O[C@H]1N
HOMO-LUMO gap in Eh: 0.377
Spin multiplicity: 1
Charge: +1
Largest force on an atom in eV/Å: 3.85

The geometry in XYZ format:
```
15
Properties=species:S:1:pos:R:3:forces:R:3:lowdin_charge:R:1
O 1.80612 0.40564 0.49030 -2.6 0.5 0.3 -0.010
N 0.03804 1.86836 -0.44438 0.1 1.4 -1.0 0.150
N -0.30846 -0.43807 0.04411 0.0 1.3 0.8 -0.107
N 1.79193 -0.81572 -0.13603 0.5 0.3 -0.1 0.071
C -1.61509 -0.78570 0.44446 -3.1 -0.2 -2.3 -0.002
C 0.57381 -1.26839 -0.35586 1.8 -1.8 -2.7 -0.047
C 0.25120 0.84005 0.41017 1.8 0.5 1.9 -0.280
H 2.64137 -0.81125 -0.67074 0.1 -1.3 -0.6 0.182
H -1.92399 -0.30436 1.37463 0.5 -0.9 0.5 0.110
H -2.32239 -0.25298 -0.26614 0.5 -0.9 0.5 0.125
H 0.29470 -2.13968 -1.03944 0.8 0.9 1.5 0.211
H -1.71742 -1.90529 0.25687 -0.3 1.6 1.0 0.136
H 0.39886 1.68197 -1.38786 -0.4 0.4 0.5 0.128
H 0.12770 2.88614 -0.16450 -0.1 -2.1 -0.1 0.161
H -0.03639 1.03928 1.44442 0.3 0.4 -0.1 0.170
```
Forces are in eV/Å.

C3H8N3O | wB97M-V/def2-TZVPD

Computed properties:
Energy relative to the best compared isomer or geometry (same formula, charge and spin) in kJ/mol: 219.2
HOMO-LUMO gap in Eh: 0.355
Spin multiplicity: 1
Charge: +1
Largest force on an atom in eV/Å: 3.51

The geometry in XYZ format:
```
15
Properties=species:S:1:pos:R:3:forces:R:3:lowdin_charge:R:1
O 0.29460 1.30589 -0.60106 -1.1 -0.5 1.5 0.060
N -2.65659 -0.31446 -0.28764 1.3 -1.3 1.4 0.081
N 2.94240 0.19790 -0.01605 -3.4 -0.9 -0.3 0.203
N 0.90080 -0.89473 0.47464 -1.2 -0.6 0.7 0.152
C -0.24005 -0.44699 0.82596 1.8 1.1 0.9 -0.042
C 1.74325 -0.32171 -0.38975 1.6 -0.1 -1.2 -0.157
C -0.46134 0.93220 0.30395 1.4 0.9 -2.4 -0.166
H -3.59721 -0.09730 -0.02073 -0.5 0.0 0.2 0.057
H 3.52472 0.31720 -0.81047 1.0 0.8 -0.1 0.119
H 1.67997 -0.56904 -1.48920 -0.1 -0.1 1.4 0.187
H -1.14789 1.60581 0.75453 -0.8 0.4 0.4 0.124
H -0.84949 -0.74164 1.68771 0.3 -0.9 -0.7 0.146
H -2.63863 -0.46995 -1.24974 -0.2 0.4 -2.3 0.030
H 2.93382 0.77864 0.81492 0.8 -0.2 -0.1 0.146
H -2.42836 -1.28182 0.00290 -0.7 0.7 0.4 0.063
```
Forces are in eV/Å.

C3H8N3O | wB97M-V/def2-TZVPD

Computed properties:
Energy relative to the best compared isomer or geometry (same formula, charge and spin) in kJ/mol: 296.4
HOMO-LUMO gap (alpha / beta) in Eh: 0.347 / 0.347
Spin multiplicity: 1
Charge: +1
Largest force on an atom in eV/Å: 2.94

The geometry in XYZ format:
```
15
Properties=species:S:1:pos:R:3:forces:R:3:lowdin_charge:R:1
O 0.78187 -0.25994 -0.52801 -0.7 0.7 0.9 0.141
N -1.89482 -2.11193 -0.43865 -0.1 0.9 0.7 0.053
N 0.83500 0.85348 0.30426 0.0 -0.6 -0.6 -0.067
N -0.93715 1.09056 -0.94953 -0.3 0.1 0.5 0.189
C 1.89959 1.01325 1.27017 -2.0 0.4 -0.4 0.096
C -0.16012 1.61627 0.02233 -0.6 -1.9 -1.6 -0.018
C -0.38969 -0.05699 -1.18685 1.0 0.3 -2.0 -0.122
H -1.28107 -2.47541 -1.12121 0.5 -0.9 -0.8 0.004
H 1.79968 0.15774 1.88247 0.8 -0.6 1.1 0.116
H -2.80602 -2.53446 -0.53479 -0.1 0.0 0.0 0.045
H -0.51890 -0.64470 -2.11353 -0.1 0.1 1.1 0.169
H -1.50571 -2.32447 0.46712 -0.2 -0.3 0.2 0.035
H 2.72734 1.19139 0.69481 2.8 -0.4 -0.9 0.091
H -0.27084 2.51044 0.50465 -0.6 2.2 1.1 0.145
H 1.72084 1.97478 1.72676 -0.4 0.0 0.7 0.124
```
Forces are in eV/Å.

C3H8N3O | wB97M-V/def2-TZVPD

Computed properties:
Energy relative to the best compared isomer or geometry (same formula, charge and spin) in kJ/mol: 639.6
HOMO-LUMO gap (alpha / beta) in Eh: 0.205 / 0.245
Spin multiplicity: 3
Charge: +1
Largest force on an atom in eV/Å: 10.98

The geometry in XYZ format:
```
15
Properties=species:S:1:pos:R:3:forces:R:3:lowdin_spin:R:1
O 1.95158 0.33708 -0.78123 5.5 -5.1 -5.7 0.460
N -0.36095 -1.39714 -0.59316 1.8 -0.7 2.0 0.198
N 1.01621 0.91879 0.13977 -7.9 5.3 5.5 0.452
N 0.78894 -1.55680 0.18099 -1.2 -0.8 0.5 0.513
C -1.13345 -0.25394 -0.20964 -1.8 0.9 -2.5 0.034
C 1.63370 -0.44346 0.37860 1.6 1.1 1.1 0.176
C -0.43682 1.04492 -0.25822 0.7 3.9 1.5 0.058
H -0.07128 -1.61884 -1.50914 -0.5 -0.4 -1.8 0.025
H -0.66450 1.70969 -1.14648 1.2 -1.4 -0.2 0.021
H -0.88273 1.84069 0.47282 0.5 -1.9 -0.5 0.011
H 1.32786 1.73072 0.68289 0.2 -0.9 0.0 0.024
H 2.47314 -0.50437 1.12343 -1.2 -0.4 -0.7 0.001
H 0.72014 -2.41460 0.81314 1.1 1.2 -1.3 0.016
H -1.44565 -0.45444 0.80497 -0.8 -0.2 0.0 0.003
H -1.94707 -0.14398 -1.04931 0.9 -0.7 2.1 0.009
```
Forces are in eV/Å.